[1]
C5H9NO as an isolated structure, computed with ωB97M-V/def2-TZVPD.

The geometry in XYZ format:
```
16
Properties=species:S:1:pos:R:3:forces:R:3
H 3.21743 1.33322 -0.03209 -0.095 -0.144 0.027
H -0.94444 0.46267 1.75355 -0.069 -0.232 -0.118
O 1.36765 0.60743 0.34801 -0.217 0.115 0.019
H -2.45619 1.08078 -0.58727 0.484 0.424 -0.178
C 2.73879 0.36804 0.15023 0.298 -0.029 -0.035
H -1.60287 -0.01313 -1.83256 0.331 0.666 0.089
H 0.68454 -1.24998 -0.26944 0.003 0.050 0.095
C -2.49393 0.48343 -1.47795 0.238 -0.938 0.471
N -2.79310 -1.08751 -0.35447 0.775 1.585 -0.439
H 3.20494 -0.09656 1.03324 -0.112 0.058 -0.097
H 2.91910 -0.28580 -0.71678 -0.069 0.076 0.098
C -0.78272 -0.23738 0.93350 -0.041 -0.346 0.155
C 0.64825 -0.57876 0.60283 -0.187 -0.347 0.042
H -2.99176 1.02753 -2.32218 -0.693 -1.391 0.792
C -1.83097 -0.82612 0.36536 -0.627 0.412 -0.831
H 1.11300 -1.11079 1.44916 -0.018 0.042 -0.089
```
Positions in Å, forces in eV/Å.

The max |F| comes out at 1.82 eV/Å. The calculation puts the calculated total energy at -325.7467 Eh. Its net charge is 0. The value obtained for the HOMO energy (spin up / spin down) is -8.8 / -8.8 eV. As for the LUMO energy (spin up / spin down): 0.1 / 0.1 eV. As for the multiplicity: 1. The calculation puts the energy above the lowest of the compared OMol25 structures with the same formula, charge and spin at 119.77 kcal per mole.



[2]
C32H46Cl2OP4Ru as an isolated structure, computed with ωB97M-V/def2-TZVPD.

The geometry in XYZ format:
```
86
Properties=species:S:1:pos:R:3:forces:R:3
C -0.11787 -0.59247 1.49081 -4.067 3.039 -6.187
H -4.55568 0.68744 -2.88050 -0.515 -0.579 -0.394
P 1.56194 1.44265 2.97122 0.987 0.275 0.650
Cl 2.79041 -1.69324 4.26564 -0.215 0.122 -0.331
C 0.49742 3.56024 -2.06787 0.047 0.142 -0.066
H -1.92658 -2.66086 1.29864 0.106 -0.495 0.015
C -1.26694 1.91869 -2.08053 0.890 -0.279 -0.118
C -0.27987 -3.54514 4.06927 -0.240 -0.250 -0.369
H 3.50160 2.83411 2.55609 0.096 -0.304 -0.219
H 1.00569 4.41743 -1.64279 -0.073 -0.150 0.361
H -1.22327 0.57300 -3.75892 -0.010 0.200 -0.109
C 2.52005 -0.74063 -0.25322 0.684 -0.619 -0.170
H 0.70782 3.70216 3.03471 -0.138 -0.371 -0.251
P -2.88515 1.28154 -1.71045 2.735 -0.841 2.119
H 1.60305 3.79176 -3.93705 -0.290 -0.378 0.529
H 3.05551 0.68070 -2.94284 0.153 -0.135 0.023
C 1.21201 -0.24279 -0.87499 0.475 -0.188 -0.467
H 3.86774 1.05772 2.50721 -0.106 0.311 -0.030
H 0.47532 1.84643 -4.99055 0.227 -0.198 0.109
H 0.63785 -3.65401 4.66354 -0.361 0.021 -0.108
Cl -0.67697 -0.24588 4.25288 0.241 -0.361 -0.299
H -0.82186 -3.66051 0.28692 -0.169 0.060 0.447
H -0.59970 2.48917 2.74310 0.260 0.160 0.001
H 5.64540 -0.20664 0.13259 -0.180 -0.075 -0.169
C -2.98255 -2.80105 -2.43008 0.134 0.295 0.050
C 0.42660 2.78623 2.48708 -0.119 -0.208 -0.083
H 1.24229 -5.09100 1.84244 0.422 0.090 -0.054
C 5.44038 -1.11279 -0.44811 0.626 -0.028 0.001
C -0.73454 1.42252 -3.28323 -0.754 0.325 -0.398
H -5.24133 4.88961 -0.87648 -0.119 0.208 0.249
H -0.80537 3.21147 -0.38126 -0.307 0.168 -0.435
H 4.18923 1.41849 -1.79053 0.031 -0.202 -0.092
C 1.59676 -4.05306 1.90399 -0.355 -0.432 -0.073
H -0.91698 -2.75670 4.49819 0.206 -0.457 -0.035
H 0.49349 2.96406 1.40386 0.027 -0.068 0.339
C 0.25804 2.10558 -3.96216 0.300 -0.027 0.042
H -0.00859 -0.93527 -2.37819 0.031 0.414 0.285
H -6.62767 3.96283 0.97437 0.386 -0.318 0.086
C -4.15774 -0.33106 -2.78205 -0.104 -0.615 -0.036
C -5.35202 2.22294 1.26244 0.196 -0.157 0.213
H -0.82273 -4.49468 3.96919 0.157 0.156 0.375
H 5.36847 -1.94757 0.25606 -0.082 0.047 -0.220
H 4.35759 -2.33453 -3.31431 -0.210 -0.145 0.202
H 6.29645 -1.29099 -1.11163 -0.172 -0.002 0.107
H -5.97319 1.86883 2.06773 0.082 -0.160 0.263
H -3.91803 0.55548 1.29184 -0.481 -0.007 -0.317
H 2.74811 1.04445 5.00802 -0.226 0.260 0.032
H 0.97824 1.18468 5.27075 0.519 0.350 -0.058
C -4.66268 -1.39812 -3.48257 -0.149 -0.443 -0.133
C -5.71544 3.43889 0.67222 -0.194 0.086 -0.488
H -1.23762 -0.33166 1.53067 1.456 -0.814 0.814
H 4.81664 0.44500 -3.15950 -0.186 0.096 0.127
H 3.52262 -1.50470 1.45028 -0.840 0.446 -0.337
P 0.19624 -3.01270 2.39956 0.929 -0.812 0.931
C 1.84956 1.62387 4.76035 -0.166 0.240 -0.120
C 3.16232 1.84589 2.21033 -0.041 0.443 -0.015
Ru 1.16391 -0.88093 2.73254 2.582 -0.995 3.529
H -4.48208 -3.49599 -3.86461 0.311 0.255 0.469
H -2.57182 -3.80103 -2.32897 0.102 0.186 0.155
H 2.61407 -2.29316 -2.81486 0.328 0.026 0.008
C 3.65408 -2.35552 -2.47006 0.140 -0.141 -0.179
H 3.77284 -3.28016 -1.89232 0.057 0.194 -0.138
C 2.55331 -1.08634 1.06386 0.830 0.040 0.150
H 3.05459 1.83272 1.11665 0.092 0.077 0.272
H 1.33139 0.71396 -1.46211 -0.225 -0.413 1.249
H 2.38159 -3.93165 2.66534 -0.265 -0.147 -0.290
H 1.96654 -3.70389 0.92940 -0.115 -0.225 0.247
H -5.47675 -1.20590 -4.16645 -0.096 -0.390 -0.054
C -1.19197 -3.48326 1.31217 0.096 0.342 -0.062
H -3.25072 3.68331 -1.62633 -0.152 0.111 0.004
C -2.40556 -1.70722 -1.75677 -0.888 -0.175 -0.059
C -3.58426 2.01360 -0.29179 0.327 0.248 -0.361
H -1.63228 -4.40661 1.73123 0.116 0.465 -0.323
C -0.57233 2.94304 -1.41244 0.273 0.027 -0.185
C 4.00902 0.54114 -2.42283 0.200 0.095 -0.086
H 1.96002 2.68733 5.00627 0.106 -0.259 0.118
C -3.84736 3.30695 -0.80056 -0.675 -0.251 0.272
C -4.27317 1.46219 0.80422 -0.255 1.032 -0.379
H -1.57430 -1.84240 -1.06329 -0.152 0.144 -0.335
O 0.80126 -1.19497 -1.92404 0.629 -0.244 0.746
C 0.34894 -0.25388 0.29797 -2.496 0.394 -1.217
C -3.05207 -0.47044 -1.93126 -0.378 0.647 -0.610
C -4.08229 -2.65218 -3.28716 -0.173 0.323 -0.421
C -4.96289 3.97944 -0.36782 -0.049 0.396 0.355
P 3.94750 -0.94345 -1.41169 -1.466 0.200 1.285
C 0.88630 3.18951 -3.35647 -0.336 0.204 -0.350
```
Positions in Å, forces in eV/Å.

The max |F| comes out at 8.00 eV/Å. The calculation puts the calculated total energy at -3702.1779 Eh. Its net charge is +2. The value obtained for the HOMO energy (spin up / spin down) is -12.0 / -12.7 eV. As for the LUMO energy (spin up / spin down): -5.0 / -7.6 eV. As for the multiplicity: 5.



[3]
C25H19BrF7MgN3O3P as an isolated structure, computed with ωB97M-V/def2-TZVPD.

The geometry in XYZ format:
```
60
Properties=species:S:1:pos:R:3:forces:R:3
F 0.35942 1.96091 -4.23638 0.980 -0.322 1.109
C -1.63839 -3.80148 1.89641 1.418 0.216 -0.548
H 3.91392 -3.21601 0.85443 -0.164 0.602 -0.742
C -1.03196 -1.97881 0.44565 0.572 0.621 -0.971
H -1.28524 -5.80430 1.08965 -0.002 0.446 -0.115
H 4.87226 4.97273 1.60551 -0.412 0.016 0.068
Mg 1.97280 0.81160 0.05610 -0.881 0.657 -0.303
H -4.22722 -2.02958 -3.27606 -0.182 0.460 0.450
F -3.95077 -1.22801 0.94339 0.918 1.569 0.960
H -3.47346 2.23522 -3.56806 -0.223 -0.538 0.450
H -0.30675 -4.90633 -1.09632 -0.304 0.321 0.912
C -0.66648 -4.23293 -0.28638 0.352 -0.856 -0.646
C 4.32110 2.64144 -0.68800 0.238 0.768 0.993
C -4.22763 0.49628 2.51419 -0.879 -1.188 -0.052
H -2.68884 -2.12704 -1.34843 -0.143 -0.061 -0.049
C -2.42042 1.21325 -2.00671 0.232 -1.262 0.225
F -5.33363 -0.20408 2.89962 0.967 1.569 -0.227
H -1.96105 -4.09212 2.89323 -0.116 -0.323 -0.343
H -1.82978 2.04340 -1.68755 0.000 0.672 -0.038
N 3.33658 3.52105 1.04042 1.875 0.316 0.378
N 3.39877 -1.79484 2.87728 0.151 -0.153 0.097
C -4.00178 0.09061 -3.50124 0.441 2.375 1.312
C -3.43839 -0.11143 1.56909 1.097 -0.677 -1.431
H 4.39799 2.00438 -1.56846 0.114 0.102 0.383
H 3.92337 -2.67398 3.04062 -0.771 1.048 -0.167
F 0.38511 2.36348 -2.07027 1.404 -0.612 -1.047
O 2.66942 -0.20010 1.51411 -0.157 -1.436 -0.286
H 3.26186 -1.14133 3.68669 0.112 -0.999 -1.359
F 2.00311 3.09754 -3.38324 -0.269 -0.987 0.350
N 3.25970 2.49511 0.12859 -0.271 1.343 -0.131
C -1.75746 1.59512 1.90119 0.882 -1.351 -0.689
H -0.01379 -2.49376 -1.36801 -0.262 0.005 -0.553
H 4.30832 -1.65528 -0.08489 0.158 -0.367 0.272
C -1.20410 -4.72805 0.91090 -0.566 0.845 0.537
F -4.59832 2.28580 3.93993 -0.291 0.391 0.555
C -2.12444 -0.03609 -1.41247 -2.605 -1.537 -1.797
H 6.16643 3.92872 -0.69917 -0.824 0.067 0.551
P -1.00054 -0.21902 -0.08004 0.503 -0.097 2.149
C 4.52938 4.19673 0.93996 0.329 -1.542 -3.008
H 2.62804 3.76303 1.74728 0.449 -0.756 -0.749
C -2.88608 -1.17851 -1.82068 0.651 1.181 0.021
O 2.59017 0.27036 -3.97521 -0.675 0.106 1.996
C -3.36507 1.29029 -3.01268 -0.023 -0.976 -1.104
F -2.08358 3.21291 3.58426 -0.691 -0.343 -0.707
O 2.08548 0.24327 -1.71620 0.268 0.123 -1.710
C -0.56127 -2.87427 -0.52314 0.058 -0.252 1.256
C 1.21014 2.01850 -3.17789 -1.412 0.880 0.101
H 2.73362 -2.31120 -0.22171 -0.513 -0.509 -0.428
H -1.73436 -1.75427 2.47503 -0.158 0.421 0.248
C 2.05326 0.66783 -2.95287 0.098 0.607 -0.773
H -4.69531 0.20098 -4.29919 -0.335 -0.102 -0.661
C -3.82248 1.70797 3.05685 -0.695 -0.614 0.430
C 5.19416 3.68346 -0.24322 -1.646 -0.410 1.517
C -2.14306 0.39208 1.26050 -0.107 1.194 -0.084
C 3.55817 -2.24227 0.45977 -0.164 0.407 1.128
C -1.46142 -2.41481 1.68297 -0.474 -1.874 -0.424
C -2.57145 2.22487 2.79846 0.820 0.782 0.944
C -3.82424 -1.10138 -2.85220 0.987 -0.780 -0.261
C 3.10562 -1.38425 1.62092 1.395 0.946 1.725
Br 0.09056 2.30660 1.72362 -1.253 -0.132 0.285
```
Positions in Å, forces in eV/Å.

The max |F| comes out at 3.52 eV/Å. The calculation puts the calculated total energy at -5168.4629 Eh. Its net charge is +1. The value obtained for the HOMO energy is -11.2 eV. As for the LUMO energy: -3.0 eV. As for the multiplicity: 1.



[4]
C42H43AsBr2N7O6RbS as an isolated structure, computed with ωB97M-V/def2-TZVPD.

The geometry in XYZ format:
```
103
Properties=species:S:1:pos:R:3:forces:R:3
C -1.74896 -5.21842 2.54383 0.066 0.047 -0.025
H 3.09882 0.36259 1.87028 -0.010 0.083 -0.070
H 2.71316 -1.17771 -6.19690 0.004 -0.010 -0.011
H -1.05248 6.47746 -2.49550 0.047 0.006 -0.019
N 2.21593 2.13952 2.38115 -0.035 0.295 0.543
H -3.28594 -3.84116 -1.08618 -0.075 0.020 0.012
H -0.32837 -0.97565 4.98281 -0.014 0.055 -0.012
O 0.61368 -0.01422 -2.42079 0.046 -0.081 -0.158
C 1.62501 -0.58513 -4.46475 -0.132 0.112 -0.086
C 0.69242 5.49672 -0.82124 0.216 0.331 0.033
C -1.36694 5.50729 -2.14372 -0.018 -0.054 0.051
H -3.31987 -0.00087 -0.92136 0.014 0.022 0.003
O -1.73147 -1.63819 0.52803 -0.676 -0.243 0.126
H -3.02659 0.78217 -2.49591 0.012 0.046 0.007
C 1.97202 2.60156 4.70860 0.124 -0.375 0.114
C 2.58582 1.41690 5.03724 -0.115 0.205 0.030
C 2.26548 6.94173 -0.72951 0.108 -0.264 0.103
H -1.10500 -0.16272 3.61932 0.005 0.039 0.061
N 4.40805 -2.71337 -5.30216 -0.035 -0.014 0.031
H 3.46810 -0.37942 4.21445 -0.019 0.027 -0.065
C 1.08666 -3.73846 3.87415 0.050 0.126 -0.026
H 2.64489 9.02014 -1.13610 0.018 0.009 0.004
C 7.45527 -4.37119 -2.03899 0.006 -0.006 0.133
C 1.42178 -0.71178 -3.04944 -0.048 0.093 -0.289
C -1.22963 -0.95147 4.36447 0.066 -0.111 -0.127
C -0.70553 -4.48793 1.70513 -0.183 0.085 -0.065
H 4.53007 4.67741 0.50404 -0.044 0.009 0.017
H 1.62969 3.28419 5.47213 -0.038 0.016 -0.024
H 2.73753 1.14313 6.07384 0.008 0.020 0.009
C 2.99160 0.56800 4.01300 0.087 -0.060 -0.088
C 3.42102 -2.24444 -4.49729 -0.252 0.189 0.196
H 3.65048 -4.85204 -0.65322 0.041 0.018 0.021
H -1.12109 -4.25057 0.72548 0.026 0.032 0.008
C -2.47593 4.88160 -2.64170 0.050 0.073 -0.011
H -3.79340 -2.25186 -1.62433 -0.053 -0.047 -0.008
H 5.01805 8.85136 -0.38972 -0.012 -0.002 -0.011
C 2.20445 -1.78912 -2.39231 0.241 -0.250 -0.060
H -4.29284 1.40708 -1.39593 0.025 0.021 0.004
H -1.37609 -5.42933 3.54953 -0.029 -0.002 0.007
H -2.01728 -6.17347 2.08224 -0.016 0.014 0.007
H 1.80599 3.87392 0.03554 0.121 0.080 0.169
As -0.02111 -2.79287 2.47506 0.351 -0.514 0.465
H -2.06879 -0.67476 5.00646 0.005 0.033 0.001
H -3.68024 3.10703 -2.71316 0.010 -0.024 0.050
H 1.71975 -1.97524 4.97715 0.061 0.024 -0.019
H 6.81559 -5.25950 -3.88117 -0.009 0.019 -0.036
C 4.89880 6.76184 0.09284 0.012 -0.042 0.011
H 2.20578 -3.19064 0.55030 0.004 -0.026 -0.012
H 2.81164 -2.45282 3.67807 0.010 0.019 0.053
C 2.78907 0.96166 2.71493 0.170 -0.171 -0.017
C 5.96332 -2.15892 -2.81395 0.324 -0.054 -0.219
C 2.16397 -2.83398 4.47078 -0.114 -0.111 -0.054
H 4.25855 -4.40869 -3.00456 -0.302 -0.014 0.127
H 5.93337 6.72152 0.41167 -0.008 -0.020 0.003
Br 8.40333 -3.19833 0.38349 -0.083 -0.002 -0.061
O -0.46521 2.99596 0.39315 0.399 0.316 0.272
C 3.29538 -3.96336 -1.15877 -0.033 0.009 -0.109
C 4.12568 5.61714 0.14968 0.092 -0.146 0.064
C -2.80493 -2.26352 0.28832 -0.045 -0.270 -0.188
C 6.76740 -4.39005 -3.23731 -0.131 0.235 -0.214
C -1.01825 3.64735 -0.63561 -0.140 0.268 -0.211
C 3.14089 -2.56543 -3.11584 -0.457 -0.029 -0.105
H -1.63465 -3.07890 4.42547 0.025 -0.026 -0.053
S 0.90605 4.42463 3.01140 -0.041 0.019 -0.407
Rb 0.15629 0.08001 0.24747 0.312 0.494 0.162
C 7.40493 -3.23869 -1.24380 0.094 -0.029 0.079
C 6.67059 -2.12834 -1.62763 0.049 0.012 0.032
H 5.38669 -1.29632 -3.12298 0.067 -0.012 0.074
H 0.07913 3.57335 1.00022 -0.266 -0.344 -0.126
H 0.16608 -5.12701 1.54001 0.064 0.087 -0.003
C 2.80443 5.72256 -0.26693 0.010 0.406 -0.089
H -2.38994 -2.22566 3.06796 -0.034 -0.035 -0.101
H -2.65314 -4.61527 2.62270 -0.030 -0.028 0.018
H -1.51721 -1.75106 -2.13843 0.053 0.023 0.014
H 2.78981 -3.36535 5.19455 0.007 0.016 0.000
H 1.56629 -4.60129 3.40157 -0.060 0.025 -0.082
N 0.94642 6.76466 -1.06968 -0.226 -0.014 -0.043
H 6.64432 -1.24925 -0.99762 -0.003 0.006 -0.007
N 1.91503 -2.02559 -1.10269 -0.056 0.068 0.138
C 2.46225 -3.05812 -0.49700 0.016 0.007 0.002
C 2.55533 -1.32129 -5.13421 0.169 -0.054 0.232
C 5.99837 -3.29005 -3.65151 0.673 0.526 0.683
O -3.73477 -2.52342 1.07346 0.145 0.127 0.020
C -2.10668 2.98497 -1.25047 0.036 -0.008 -0.036
H -1.01331 -3.14957 -1.54771 0.068 0.038 -0.006
O 2.13838 2.44903 1.10946 -0.028 -0.223 0.114
N -1.79535 -2.72139 -2.03160 -0.199 -0.030 -0.014
H 8.03419 -5.22977 -1.72489 0.010 0.010 -0.007
C 3.63394 -3.71073 -2.46569 -0.321 -0.274 0.179
C -0.59406 4.86952 -1.15666 -0.094 -0.225 -0.023
Br -3.53515 5.76163 -3.96124 0.003 -0.024 -0.008
C -3.30035 0.94871 -1.44936 -0.131 -0.155 -0.022
H 0.44249 -4.13100 4.66656 -0.054 0.015 -0.054
O -2.33087 1.73373 -0.78888 0.008 0.001 0.147
N 1.78294 4.81961 -0.35679 -0.278 -0.252 -0.024
C 1.73341 2.98721 3.37554 0.015 0.063 -0.361
C -1.49148 -2.29243 3.67983 -0.115 0.113 0.058
H 1.00322 0.13319 -4.98457 0.010 0.010 0.030
C -2.96826 -2.79886 -1.16105 0.305 0.064 0.064
N 5.46948 -3.29925 -4.92628 0.129 -0.524 -0.863
C 3.06063 8.08529 -0.78169 0.039 -0.012 0.011
C -2.84266 3.59890 -2.24225 -0.022 -0.013 -0.039
C 4.37524 7.97894 -0.36658 -0.044 0.098 -0.024
```
Positions in Å, forces in eV/Å.

The max |F| comes out at 1.09 eV/Å. The calculation puts the calculated total energy at -10267.1920 Eh. Its net charge is -2. The value obtained for the HOMO energy is -2.8 eV. As for the LUMO energy: 3.4 eV. As for the multiplicity: 1.



Question: The highest max |F| belongs to which entry?
Answer: C32H46Cl2OP4Ru